Molecular formula: CH7N2O
Method: DFT, ωB97M-V/def2-TZVPD

Geometry as ORCA input:
```
! RIJCOSX wB97M-V def2-TZVPD def2/J DEFGRID3
* xyz 1 1
N -1.66255 0.08575 1.56949
H -1.78582 -0.87533 1.25362
H -0.62629 0.18713 1.52255
H -2.15761 0.72465 0.94311
H -2.03303 0.13922 2.51571
C 1.25434 -0.32795 -0.74075
N 1.59230 0.30760 -1.88216
O 0.38152 0.07576 0.01044
H 1.93720 -1.14745 -0.49344
H 2.17117 -0.19647 -2.52757
H 0.92877 1.02710 -2.17099
*
```

Summary:
E_HOMO ... -14.6 eV
Lowest unoccupied orbital energy ... -0.13333 hartree
DFT total energy ... -226.829946 Ha
Energy above the lowest of the compared OMol25 structures with the same formula, charge and spin ... 3.4 kcal per mole
Molecular weight ... 63.1 g/mol